Formula: C50H38N6O5PSTi
Source: the OMol25 dataset
Level of theory: ωB97M-V/def2-TZVPD

Output
Total charge: +1
Largest force on an atom, eV Å⁻¹: 1.14
Spin multiplicity: 1
LUMO energy, Ha: -0.13227

Cartesian coordinates (Å):
Ti1 1.16873 -0.60077 -0.69284
C1 -0.58261 -2.36363 4.23848
C2 -0.81831 -3.28363 3.22604
C3 -0.14533 -3.18066 2.01813
C4 0.75714 -2.14442 1.81046
C5 1.03053 -1.25119 2.83995
C6 0.35398 -1.35616 4.04651
N1 1.47199 -2.04000 0.56444
C7 2.61160 -2.85718 0.49345
C8 2.85605 -3.94257 1.33764
C9 3.99221 -4.71384 1.16579
C10 4.91951 -4.42625 0.17023
C11 4.71973 -3.32737 -0.63868
C12 3.58304 -2.54724 -0.45737
N2 3.34721 -1.35224 -1.18746
N3 4.34403 -0.86428 -1.72502
C13 4.19796 0.31951 -2.51070
C14 4.68732 1.50972 -1.99456
C15 4.60582 2.62841 -2.80004
C16 4.09261 2.49738 -4.08461
C17 3.67016 1.24867 -4.50049
N4 3.70537 0.16181 -3.72358
H1 -1.11049 -2.44410 5.17944
H2 -1.52614 -4.08851 3.37556
H3 -0.29899 -3.91445 1.23899
H4 1.78850 -0.49209 2.69580
H5 0.57203 -0.65683 4.84412
H6 2.15911 -4.19527 2.12213
H7 4.15096 -5.55989 1.82163
H8 5.79345 -5.04765 0.03510
H9 5.43094 -3.05854 -1.40640
H10 5.10205 1.54194 -0.99670
H11 4.95393 3.58754 -2.44026
H12 4.03226 3.34200 -4.75600
H13 3.27880 1.10186 -5.50033
O1 -0.75632 0.88063 -2.77246
S1 0.79084 0.43008 -3.13783
O2 0.82788 -1.02862 -2.65609
O3 1.45960 1.10877 -1.98071
C18 -1.75381 0.05621 -3.27987
C19 -2.30043 0.33846 -4.51919
C20 -3.28556 -0.49209 -5.02604
C21 -3.70137 -1.59961 -4.29849
C22 -3.14091 -1.86845 -3.06050
C23 -2.16350 -1.03194 -2.51855
P1 -1.44685 -1.36371 -0.87057
C24 -1.50233 -3.18195 -0.82575
C25 -2.49163 -3.86792 -0.12600
C26 -2.46704 -5.25453 -0.07189
C27 -1.45504 -5.95912 -0.70932
C28 -0.47506 -5.27883 -1.42024
C29 -0.49842 -3.89412 -1.48245
C30 -2.71128 -0.81747 0.31952
C31 -2.34788 -0.60381 1.64654
C32 -3.29061 -0.18706 2.57184
C33 -4.60429 0.02619 2.18122
C34 -4.97090 -0.17810 0.85867
C35 -4.02980 -0.59606 -0.07034
H14 -1.94966 1.20391 -5.06559
H15 -3.72148 -0.28058 -5.99296
H16 -4.46142 -2.25780 -4.69661
H17 -3.46427 -2.74197 -2.50897
H18 -3.26637 -3.31890 0.39430
H19 -3.23655 -5.78466 0.47389
H20 -1.43203 -7.03963 -0.65751
H21 0.30904 -5.82685 -1.92593
H22 0.26228 -3.36761 -2.04714
H23 -1.32251 -0.73906 1.95890
H24 -2.98967 -0.01572 3.59757
H25 -5.33872 0.36007 2.90223
H26 -5.99124 -0.00330 0.54409
H27 -4.32968 -0.72874 -1.10088
O4 2.55416 0.60982 0.55892
C36 1.57017 1.34595 0.81698
N5 1.51699 2.59419 1.26696
C37 0.15408 3.13287 1.13668
C38 -0.55713 1.90171 0.47467
O5 -1.66588 1.88978 0.03047
N6 0.34791 0.84202 0.50159
C39 -0.47171 3.38196 2.50907
C40 -0.99386 4.61188 2.87856
C41 -1.56075 4.77946 4.13721
C42 -1.61435 3.72163 5.02874
C43 -1.09291 2.48634 4.66192
C44 -0.52622 2.31962 3.41142
C45 0.11891 4.33106 0.19823
C46 1.27866 5.01617 -0.14164
C47 1.22530 6.12516 -0.97650
C48 0.01177 6.55808 -1.48268
C49 -1.15115 5.87782 -1.14566
C50 -1.10171 4.77446 -0.30909
H28 2.31324 3.09385 1.62432
H29 -0.95788 5.44752 2.19263
H30 -1.96007 5.74528 4.41671
H31 -2.05807 3.85611 6.00619
H32 -1.13222 1.65276 5.35220
H33 -0.13029 1.34942 3.13124
H34 2.24399 4.69703 0.22757
H35 2.13851 6.64877 -1.22719
H36 -0.03057 7.42191 -2.13254
H37 -2.10568 6.20893 -1.53283
H38 -2.01141 4.25227 -0.04992

Formula: C50H38N6PZr
Source: the OMol25 dataset
Level of theory: ωB97M-V/def2-TZVPD

Output
Total charge: +1
Largest force on an atom, eV Å⁻¹: 1.63
Spin multiplicity: 1
LUMO energy, Ha: -0.11268

Cartesian coordinates (Å):
Zr1 -0.05060 0.05570 0.10340
C1 -0.21410 -4.15380 3.35100
C2 0.78810 -3.86270 2.43770
C3 1.01030 -2.55220 2.04940
C4 0.23650 -1.49720 2.57500
C5 -0.78090 -1.82200 3.48940
C6 -0.99910 -3.12810 3.86290
N1 0.50700 -0.23250 2.12200
C7 0.16820 0.85670 2.94340
C8 0.36650 0.88320 4.31940
C9 0.06550 2.02370 5.04580
C10 -0.45550 3.14070 4.40370
C11 -0.68770 3.13630 3.04330
C12 -0.36930 2.00190 2.28950
N2 -0.56170 1.83460 0.94880
N3 -1.55700 2.55380 0.30520
C13 -2.26870 1.79670 -0.49050
C14 -3.27550 2.35350 -1.33910
C15 -4.02070 1.54290 -2.13100
C16 -3.81410 0.14310 -2.09570
C17 -2.83960 -0.35580 -1.28060
N4 -2.05180 0.41410 -0.49930
H1 -0.40290 -5.17310 3.64490
H2 1.37700 -4.65720 2.00150
H3 2.27090 -3.04630 0.54200
H4 -1.40360 -1.02350 3.86760
H5 -1.80020 -3.35140 4.55150
H6 0.75680 0.00770 4.81960
H7 0.22390 2.03490 6.11480
H8 -0.69640 4.02010 4.98090
H9 -1.11760 3.98430 2.53250
H10 -3.40260 3.42220 -1.32610
H11 -4.77760 1.94390 -2.78670
H12 -4.41460 -0.51870 -2.69560
H13 -2.65890 -1.42990 -1.20630
C18 -0.22430 -4.37570 -1.31020
C19 0.35250 -4.20010 -2.55970
C20 0.60010 -2.92080 -3.01930
C21 0.31360 -1.81950 -2.20380
C22 -0.17320 -1.96280 -0.87410
C23 -0.47170 -3.27860 -0.49490
C24 0.30650 -0.45090 -2.74520
C25 -0.26220 -0.22690 -4.01540
C26 -0.58150 1.04500 -4.40560
C27 -0.26990 2.12720 -3.55360
C28 -0.62570 3.45540 -3.85360
C29 -0.34390 4.47230 -2.97860
C30 0.34350 4.20370 -1.79040
C31 0.72810 2.92010 -1.48370
C32 0.39220 1.84420 -2.32720
N5 0.66690 0.55950 -1.92770
H14 -0.48970 -5.36500 -0.96910
H15 0.57600 -5.05320 -3.18350
H16 1.03110 -2.77800 -4.00230
H17 -0.93400 -3.44570 0.47320
H18 -0.51990 -1.07500 -4.63160
H19 -1.11770 1.22680 -5.32490
H20 -1.13500 3.65240 -4.78480
H21 -0.65830 5.48220 -3.19070
H22 0.56180 5.01000 -1.10610
H23 1.25410 2.71960 -0.55610
N6 1.95800 -2.20330 1.02580
P1 3.28390 -1.20490 1.30360
C33 3.87600 -0.70740 -0.32990
C34 4.91580 0.22390 -0.34620
C35 5.48110 0.61670 -1.54420
C36 5.01310 0.08270 -2.73460
C37 4.00080 -0.86250 -2.72080
C38 3.42770 -1.26370 -1.52340
C39 4.57050 -2.23090 2.07920
C40 4.22050 -2.99950 3.19320
C41 5.15540 -3.83560 3.77740
C42 6.43960 -3.90830 3.26220
C43 6.78320 -3.15930 2.14840
C44 5.85330 -2.32830 1.54940
C45 3.09730 0.30060 2.27440
C46 2.73180 1.50380 1.65490
C47 2.68300 2.66790 2.39690
C48 2.99760 2.64870 3.75250
C49 3.39570 1.46770 4.35520
C50 3.45090 0.29400 3.62550
H24 5.27710 0.63010 0.58830
H25 6.29500 1.32390 -1.54980
H26 5.43860 0.40790 -3.67130
H27 3.67050 -1.30490 -3.64790
H28 2.65020 -2.01370 -1.52880
H29 3.21120 -2.95770 3.58240
H30 4.88010 -4.44370 4.62570
H31 7.16870 -4.55900 3.71820
H32 7.77610 -3.23510 1.73310
H33 6.12510 -1.77120 0.66460
H34 2.48030 1.50200 0.59080
H35 2.39660 3.60010 1.93330
H36 2.93710 3.55200 4.33560
H37 3.65350 1.45330 5.40350
H38 3.77780 -0.62090 4.09740

Formula: C50H39Cl2NO3P3Tl
Source: the OMol25 dataset
Level of theory: ωB97M-V/def2-TZVPD

Output
Largest force on an atom, eV Å⁻¹: 1.74
Spin multiplicity: 1
LUMO energy (alpha / beta), Ha: -0.00384 / 0.00300

Cartesian coordinates (Å):
Tl1 -0.46258 1.27148 1.83901
O1 -0.19614 -1.28783 3.99686
C1 0.43621 -0.35143 3.63588
C2 1.80263 0.01069 4.04764
C3 2.08965 -0.03927 5.41822
C4 3.35611 0.26979 5.87151
C5 4.36342 0.57576 4.96397
C6 4.07772 0.65340 3.61186
C7 2.78410 0.43343 3.14228
P1 2.34000 0.62645 1.37070
C8 3.17924 2.16444 0.86006
C9 3.15555 2.43348 -0.51054
C10 3.71682 3.59532 -1.01230
C11 4.28688 4.51777 -0.14743
C12 4.24272 4.29534 1.21999
C13 3.68546 3.13029 1.72665
C14 3.33783 -0.74841 0.67495
C15 3.14507 -2.00090 1.26451
C16 3.79963 -3.11983 0.78013
C17 4.64877 -3.00725 -0.31261
C18 4.83312 -1.77221 -0.91325
C19 4.18280 -0.64647 -0.42521
H1 1.31288 -0.34354 6.10758
H2 3.57132 0.23875 6.93189
H3 5.37162 0.75458 5.31524
H4 4.86473 0.88212 2.90442
H5 2.66553 1.72809 -1.16933
H6 3.69837 3.79229 -2.07722
H7 4.74564 5.41807 -0.53516
H8 4.63718 5.03721 1.90254
H9 3.63535 2.99026 2.79553
H10 2.48343 -2.09106 2.11908
H11 3.65459 -4.07823 1.26282
H12 5.15986 -3.87996 -0.69823
H13 5.49705 -1.68156 -1.76374
H14 4.35368 0.31167 -0.89523
O2 -0.08962 0.80027 -1.39340
P2 -0.73529 -0.13702 -2.34142
C20 -0.76417 -1.87831 -1.72962
P3 -1.57990 -2.05170 -0.08738
O3 -1.09584 -1.09597 0.93953
C21 -1.14804 -3.74033 0.40370
C22 -0.01645 -3.88118 1.20237
C23 0.39852 -5.14157 1.60066
C24 -0.32935 -6.25973 1.21697
C25 -1.47288 -6.11960 0.44304
C26 -1.88177 -4.86099 0.02909
C27 -3.36832 -2.01020 -0.32868
C28 -4.01388 -2.49505 -1.46166
C29 -5.39675 -2.45633 -1.53789
C30 -6.13678 -1.94557 -0.48080
C31 -5.49630 -1.46835 0.65365
C32 -4.11367 -1.49886 0.73049
C33 0.13010 -0.24477 -3.93398
C34 0.04381 -1.34985 -4.77715
C35 0.69344 -1.34424 -6.00143
C36 1.44078 -0.24031 -6.38688
C37 1.53001 0.86340 -5.55107
C38 0.86881 0.86495 -4.33296
C39 -2.45957 0.23184 -2.73236
C40 -3.07728 -0.26022 -3.88174
C41 -4.41383 0.01180 -4.11363
C42 -5.14000 0.76212 -3.19751
C43 -4.52232 1.26689 -2.06394
C44 -3.17799 1.01438 -1.83560
H15 0.27202 -2.19174 -1.57493
H16 -1.23737 -2.53502 -2.45896
H17 0.51326 -2.99142 1.52093
H18 1.28203 -5.25119 2.21596
H19 -0.01114 -7.24646 1.52821
H20 -2.05106 -6.99253 0.16903
H21 -2.77824 -4.74857 -0.56852
H22 -3.44370 -2.89697 -2.29100
H23 -5.89903 -2.82812 -2.42165
H24 -7.21718 -1.92305 -0.54211
H25 -6.07599 -1.07414 1.47780
H26 -3.59546 -1.11918 1.60283
H27 -0.52939 -2.22137 -4.48568
H28 0.61521 -2.20298 -6.65560
H29 1.94843 -0.24099 -7.34264
H30 2.11021 1.72518 -5.85455
H31 0.90534 1.73064 -3.68283
H32 -2.51379 -0.84108 -4.60219
H33 -4.89119 -0.35356 -5.01437
H34 -6.18587 0.97276 -3.38252
H35 -5.07226 1.87745 -1.36161
H36 -2.68573 1.46117 -0.98329
Cl1 0.67046 3.52758 3.35262
C45 -0.67343 4.58097 2.97343
C46 -0.82605 5.70319 3.75956
C47 -1.87205 6.58304 3.54281
C48 -2.76368 6.30468 2.51196
C49 -2.61711 5.17636 1.74466
Cl2 -3.73657 4.90817 0.44201
C50 -1.56494 4.20368 1.91227
N1 -1.52011 3.16154 1.10253
H37 -0.10697 5.89903 4.54460
H38 -1.97584 7.46799 4.15395
H39 -3.60453 6.95668 2.31380

Formula: C50H39Cl5NNiOP2
Source: the OMol25 dataset
Level of theory: ωB97M-V/def2-TZVPD

Output
Total charge: -1
Largest force on an atom, eV Å⁻¹: 0.85
Spin multiplicity: 1
LUMO energy (alpha / beta), Ha: 0.08519 / 0.08524

Cartesian coordinates (Å):
Ni1 0.01031 -0.03305 -0.70578
C1 2.04165 2.47508 -1.78607
P1 0.39577 2.88459 -1.05839
C2 0.80171 4.16449 0.19783
C3 2.07590 4.34981 0.73726
C4 2.29878 5.32268 1.70918
C5 1.25727 6.11566 2.16543
C6 -0.02199 5.92235 1.65507
C7 -0.24658 4.95704 0.68486
C8 -0.41480 4.02864 -2.25489
C9 -1.78161 3.86186 -2.47963
C10 -2.47273 4.71605 -3.33270
C11 -1.79864 5.74233 -3.97957
C12 -0.43627 5.91753 -3.76597
C13 0.24675 5.07065 -2.90334
C14 2.65350 1.44610 -0.87449
C15 3.92109 1.45075 -0.31364
C16 3.93036 0.43547 0.67548
C17 2.67186 -0.13970 0.64928
C18 2.07200 -1.14895 1.58688
P2 0.31522 -0.64013 1.79894
C19 0.43853 0.45638 3.25167
C20 0.62306 1.81781 3.02847
C21 0.77610 2.69535 4.09586
C22 0.73634 2.21807 5.39825
C23 0.55855 0.85997 5.63272
C24 0.41689 -0.01709 4.56508
C25 -0.60100 -2.05971 2.49073
C26 -0.13765 -3.37280 2.52528
C27 -0.97144 -4.40926 2.93201
C28 -2.28169 -4.14808 3.30725
C29 -2.75243 -2.84043 3.29429
C30 -1.91601 -1.80704 2.89549
N1 1.89035 0.46287 -0.30541
H1 2.69545 3.34739 -1.85537
H2 1.85492 2.09853 -2.79226
H3 2.89683 3.71953 0.41829
H4 3.29802 5.45093 2.11336
H5 1.43409 6.86949 2.92501
H6 -0.84958 6.52710 2.00907
H7 -1.24584 4.82034 0.28677
H8 -2.30169 3.04643 -1.98535
H9 -3.53461 4.57355 -3.49570
H10 -2.33202 6.40457 -4.65142
H11 0.09218 6.72001 -4.27127
H12 1.30725 5.22373 -2.72633
H13 4.71998 2.13778 -0.56202
H14 4.73592 0.17044 1.34748
H15 2.60179 -1.15208 2.53771
H16 2.08706 -2.16037 1.19037
H17 0.64809 2.19244 2.01445
H18 0.91817 3.74994 3.89587
H19 0.84223 2.90381 6.23202
H20 0.52924 0.47939 6.64786
H21 0.27650 -1.07433 4.75508
H22 0.87773 -3.60261 2.22600
H23 -0.59761 -5.42770 2.93795
H24 -2.93426 -4.95996 3.60664
H25 -3.77541 -2.61994 3.58029
H26 -2.29238 -0.78948 2.89099
C31 0.82074 -0.24546 -5.40809
C32 0.01535 0.75360 -4.88171
C33 -0.22447 0.80888 -3.50910
C34 0.31301 -0.11262 -2.60887
C35 1.10762 -1.11542 -3.17365
C36 1.36503 -1.18582 -4.53821
H27 1.01740 -0.29801 -6.47402
H28 -0.43737 1.49586 -5.53452
H29 -0.88423 1.58525 -3.15190
H30 1.53915 -1.87646 -2.53599
H31 1.99419 -1.98346 -4.92528
Cl1 -1.85613 -2.37292 -2.55231
C37 -2.59328 -1.52119 -1.23018
C38 -1.96187 -0.41419 -0.62083
C39 -2.76561 0.22236 0.32939
Cl2 -2.18036 1.68651 1.09597
C40 -4.02316 -0.22193 0.74310
Cl3 -4.90502 0.59298 1.98628
C41 -4.55308 -1.36838 0.17383
Cl4 -6.08145 -1.97857 0.70055
C42 -3.83944 -2.01246 -0.83120
Cl5 -4.51951 -3.42973 -1.55719
C43 2.46104 -3.69124 -0.93447
C44 0.97939 -3.74966 -0.65852
O1 0.35639 -2.75679 -0.37459
C45 0.27579 -5.07176 -0.68646
C46 0.94680 -6.27271 -0.89627
C47 0.25007 -7.47390 -0.88119
C48 -1.12016 -7.47426 -0.66095
C49 -1.79498 -6.27879 -0.44978
C50 -1.09981 -5.08080 -0.45654
H32 2.77777 -2.65242 -1.00712
H33 2.72061 -4.23148 -1.84632
H34 2.99225 -4.17094 -0.10517
H35 2.01649 -6.27330 -1.07213
H36 0.77397 -8.40723 -1.04348
H37 -1.66626 -8.41094 -0.65443
H38 -2.86551 -6.27735 -0.27931
H39 -1.60254 -4.13939 -0.28227